# 1
This record from OMol25 describes 4 unconnected molecules or ions with the total composition C20H44N2O12P3. The level of theory is ωB97M-V/def2-TZVPD.

Each line ends with the Mulliken charge.
CARTESIAN COORDINATES (ANGSTROEM)
C: 4.160 -0.454 0.714  0.17
C: 4.019 0.281 -0.233  -0.62
C: 3.809 1.520 -1.036  -0.45
N: 4.524 2.697 -0.450  -0.01
C: 3.671 3.676 0.317  -0.88
C: 2.498 3.053 1.121  -0.71
C: 1.128 3.371 0.450  -0.18
C: -0.063 3.008 1.389  -0.85
N: -1.208 2.516 0.621  0.21
C: -2.051 1.680 1.282  -0.50
C: -3.038 1.324 0.373  -0.57
C: -2.730 1.983 -0.859  -0.61
C: -1.590 2.745 -0.658  -0.32
H: 4.374 -1.340 1.292  0.42
H: 2.750 1.699 -1.251  0.17
H: 4.287 1.313 -2.011  0.40
H: 5.331 2.411 0.110  0.45
H: 4.911 3.218 -1.243  0.41
H: 4.341 4.171 1.040  0.39
H: 3.298 4.492 -0.322  0.36
H: 2.614 1.983 1.354  0.28
H: 2.477 3.575 2.096  0.42
H: 1.036 2.781 -0.476  0.20
H: 1.117 4.448 0.216  0.32
H: 0.281 2.157 2.007  0.48
H: -0.306 3.823 2.089  0.22
H: -1.966 1.341 2.311  0.38
H: -3.891 0.672 0.561  0.55
H: -3.259 1.932 -1.810  0.41
H: -1.067 3.405 -1.346  0.45
C: 5.097 9.372 2.576  -0.72
O: 6.081 8.911 1.631  -0.32
P: 5.484 8.166 0.251  1.00
O: 5.335 6.777 0.804  -0.55
O: 6.894 8.397 -0.508  -0.33
C: 8.071 7.785 0.015  -0.62
O: 4.729 7.889 -1.226  -0.28
C: 4.168 9.049 -1.883  -0.73
H: 5.617 9.869 3.392  0.24
H: 4.423 10.086 2.103  0.33
H: 4.527 8.529 2.972  0.29
H: 7.844 6.880 0.579  0.30
H: 8.599 8.492 0.654  0.25
H: 8.716 7.526 -0.824  0.25
H: 4.942 9.798 -2.064  0.32
H: 3.374 9.479 -1.272  0.33
H: 3.748 8.733 -2.835  0.24
C: -2.628 -1.759 -1.143  -0.69
O: -3.082 -2.886 -1.910  -0.43
P: -4.596 -3.503 -1.480  1.23
O: -4.072 -4.397 -0.390  -0.69
O: -4.745 -4.284 -2.892  -0.36
C: -3.769 -5.263 -3.234  -0.62
O: -6.220 -3.767 -1.119  -0.28
C: -7.146 -2.742 -1.537  -0.70
H: -1.671 -1.434 -1.546  0.29
H: -3.338 -0.938 -1.221  0.21
H: -2.501 -2.041 -0.096  0.36
H: -3.304 -5.705 -2.352  0.27
H: -3.002 -4.812 -3.864  0.27
H: -4.260 -6.053 -3.802  0.26
H: -7.091 -2.592 -2.618  0.32
H: -6.925 -1.805 -1.022  0.29
H: -8.151 -3.061 -1.271  0.24
C: -4.588 -8.134 -0.840  -0.76
O: -4.558 -9.241 0.077  -0.38
P: -3.136 -9.402 0.962  1.18
O: -2.338 -10.177 -0.039  -0.68
O: -3.877 -10.346 2.052  -0.35
C: -4.411 -11.596 1.627  -0.65
O: -1.887 -9.087 2.044  -0.32
C: -2.058 -7.935 2.892  -0.62
H: -5.566 -8.105 -1.316  0.31
H: -4.429 -7.198 -0.303  0.33
H: -3.817 -8.257 -1.605  0.33
H: -3.884 -11.989 0.758  0.34
H: -5.471 -11.481 1.393  0.24
H: -4.311 -12.303 2.449  0.24
H: -2.970 -8.027 3.487  0.30
H: -2.103 -7.026 2.287  0.26
H: -1.201 -7.872 3.559  0.24

The total charge is +1. Its LUMO energy is -3.978 eV. As for the spin multiplicity: 1. The value obtained for the frontier orbital gap is 0.237 Eh. The HOMO energy is -10.425 eV.

---

# 2
This record from OMol25 describes 6 unconnected molecules or ions with the total composition C20H44N4O6. The level of theory is ωB97M-V/def2-TZVPD.

Each line ends with the Mulliken charge.
CARTESIAN COORDINATES (ANGSTROEM)
C: 7.987 0.599 4.145  -0.81
N: 8.124 -0.641 3.344  -0.20
C: 7.059 -1.353 3.082  0.67
C: 7.325 -2.726 2.420  -1.01
O: 5.902 -0.955 3.345  -0.66
H: 7.130 1.247 3.960  0.22
H: 8.914 1.093 3.854  0.35
H: 8.191 0.491 5.210  0.31
H: 9.033 -1.071 3.241  0.24
H: 8.274 -3.098 2.806  0.36
H: 7.336 -2.605 1.336  0.24
H: 6.599 -3.478 2.729  0.29
C: -3.995 1.193 4.930  -0.85
N: -4.967 0.907 5.899  -0.23
C: -4.735 1.090 7.195  0.65
C: -5.735 0.541 8.189  -0.92
O: -3.781 1.688 7.652  -0.63
H: -3.336 2.009 5.229  0.35
H: -4.571 1.394 4.027  0.27
H: -3.364 0.312 4.814  0.29
H: -5.553 0.115 5.676  0.25
H: -6.278 1.374 8.635  0.25
H: -5.239 0.105 9.056  0.28
H: -6.531 0.058 7.624  0.30
C: -7.784 2.402 -7.111  -0.84
N: -7.027 1.908 -6.005  -0.20
C: -6.160 0.956 -5.851  0.68
C: -5.557 0.965 -4.454  -0.87
O: -5.845 0.125 -6.664  -0.65
H: -8.849 2.207 -6.980  0.27
H: -7.421 1.902 -8.009  0.35
H: -7.688 3.486 -7.162  0.28
H: -7.180 2.510 -5.208  0.20
H: -5.701 1.879 -3.878  0.31
H: -4.496 0.786 -4.630  0.24
H: -5.836 0.072 -3.894  0.24
C: 2.027 1.397 5.580  -0.91
N: 2.862 1.857 4.500  -0.08
C: 2.633 3.071 3.804  0.64
C: 3.673 3.365 2.690  -0.96
O: 1.805 3.915 4.124  -0.61
H: 1.962 2.068 6.437  0.26
H: 2.379 0.398 5.836  0.36
H: 1.034 1.173 5.191  0.28
H: 3.632 1.298 4.162  0.18
H: 4.250 2.480 2.422  0.28
H: 4.451 4.031 3.063  0.26
H: 3.207 3.952 1.898  0.30
C: 0.126 -0.744 0.163  -0.41
C: 0.520 -2.150 -0.158  -0.65
C: 2.086 -1.946 -0.435  -0.40
O: 2.028 -0.831 -1.217  -0.40
C: 0.797 -0.100 -1.079  -0.41
H: 0.476 -0.297 1.093  0.26
H: -0.964 -0.715 0.169  0.29
H: 0.003 -2.609 -1.001  0.28
H: 0.397 -2.798 0.709  0.35
H: 2.352 -2.819 -1.032  0.26
H: 2.709 -1.929 0.459  0.32
H: 0.192 -0.140 -1.985  0.23
H: 1.017 0.955 -0.920  0.28
C: 0.045 -2.554 -6.067  -0.37
C: -0.440 -1.472 -6.893  -0.58
C: 0.089 -1.630 -8.291  -0.38
O: 0.797 -2.805 -8.214  -0.39
C: 0.321 -3.603 -7.167  -0.48
H: -0.548 -3.040 -5.292  0.33
H: 1.033 -2.287 -5.692  0.19
H: -0.234 -0.463 -6.536  0.33
H: -1.527 -1.454 -6.963  0.24
H: 0.885 -0.917 -8.503  0.29
H: -0.738 -1.615 -9.001  0.24
H: 1.024 -4.415 -6.984  0.31
H: -0.606 -4.118 -7.420  0.28

The total charge is 0. As for the SMILES: CNC(C)=O.CNC(C)=O.CNC(C)=O.CNC(C)=O.C1CCOC1.C1CCOC1. Its LUMO energy is 0.522 eV. The calculation puts the energy above the lowest of the compared OMol25 structures with the same formula, charge and spin at 0.000 eV. As for the spin multiplicity: 1. The value obtained for the frontier orbital gap is 0.362 Eh. The HOMO energy is -9.318 eV.

---

# 3
This record from OMol25 describes 6 unconnected molecules or ions with the total composition C20H44N4O8. The level of theory is ωB97M-V/def2-TZVPD.

Each line ends with the Mulliken charge.
CARTESIAN COORDINATES (ANGSTROEM)
C: 2.503 -2.098 -7.437  -1.11
C: 3.165 -3.102 -6.446  -0.23
O: 2.325 -2.821 -5.319  -0.20
C: 2.326 -3.565 -4.191  0.39
C: 1.732 -2.791 -3.036  -0.52
O: 2.911 -4.625 -4.058  -0.61
H: 3.155 -2.144 -8.309  0.38
H: 2.331 -1.109 -7.012  0.27
H: 1.531 -2.427 -7.805  0.31
H: 2.902 -4.125 -6.715  0.31
H: 4.159 -2.681 -6.292  0.29
H: 1.782 -1.707 -3.132  0.05
H: 2.226 -3.075 -2.107  0.36
H: 0.682 -3.085 -3.037  0.28
C: -1.078 -1.141 -0.148  -1.14
C: 0.360 -0.877 0.237  -0.11
O: 0.515 0.389 0.880  -0.37
C: 0.050 0.652 2.083  0.61
C: -0.257 2.088 2.392  -0.47
O: -0.279 -0.198 2.876  -0.63
H: -1.208 -2.046 -0.742  0.33
H: -1.530 -0.190 -0.431  0.31
H: -1.655 -1.209 0.774  0.41
H: 0.866 -1.633 0.836  0.43
H: 0.904 -0.812 -0.705  0.15
H: 0.501 2.431 3.096  0.10
H: -1.234 2.109 2.876  0.36
H: -0.281 2.781 1.552  0.04
C: -1.865 6.042 4.223  -1.05
N: -0.483 5.440 3.986  0.14
C: 0.215 5.647 2.653  -0.98
C: 0.066 4.905 5.052  0.10
O: 1.110 4.420 4.993  -0.50
H: -1.907 6.956 4.815  0.34
H: -2.482 5.375 4.827  0.36
H: -2.408 6.176 3.288  0.34
H: -0.333 5.130 1.865  0.31
H: 0.153 6.693 2.354  0.39
H: 1.272 5.403 2.757  0.32
H: -0.677 4.654 5.825  0.25
C: 2.222 -0.919 6.667  -0.91
N: 2.984 0.213 6.058  0.17
C: 2.100 1.238 5.556  -1.13
C: 4.256 0.117 5.658  0.07
O: 4.877 0.936 5.009  -0.57
H: 1.887 -1.653 5.934  0.34
H: 1.426 -0.582 7.330  0.28
H: 2.889 -1.546 7.260  0.36
H: 1.420 0.881 4.782  0.21
H: 1.371 1.411 6.348  0.37
H: 2.320 2.295 5.404  0.52
H: 4.700 -0.846 5.952  0.28
C: -6.440 -4.248 -2.452  -0.87
N: -5.013 -4.752 -2.275  0.03
C: -4.941 -6.249 -2.243  -0.90
C: -4.067 -3.998 -1.753  0.28
O: -2.974 -4.378 -1.298  -0.64
H: -7.077 -4.245 -1.568  0.34
H: -6.964 -4.768 -3.255  0.28
H: -6.326 -3.186 -2.667  0.33
H: -3.911 -6.553 -2.055  0.30
H: -5.676 -6.690 -1.571  0.33
H: -5.333 -6.616 -3.192  0.31
H: -4.473 -2.993 -1.558  0.23
C: 1.417 3.386 -3.043  -1.06
N: 0.666 2.131 -2.952  0.17
C: -0.428 1.986 -2.022  -0.76
C: 1.266 1.104 -3.537  0.01
O: 2.419 1.065 -3.930  -0.64
H: 0.830 4.291 -3.199  0.39
H: 2.191 3.391 -3.810  0.29
H: 1.760 3.825 -2.106  0.37
H: -0.800 0.972 -1.873  0.06
H: 0.085 2.225 -1.090  0.34
H: -1.284 2.650 -2.144  0.28
H: 0.557 0.275 -3.680  0.48

The total charge is 0. As for the SMILES: CCOC(C)=O.CCOC(C)=O.CN(C)C=O.CN(C)C=O.CN(C)C=O.CN(C)C=O. Its LUMO energy is 0.337 eV. The calculation puts the energy above the lowest of the compared OMol25 structures with the same formula, charge and spin at 3.166 eV. As for the spin multiplicity: 1. The value obtained for the frontier orbital gap is 0.340 Eh. The HOMO energy is -8.928 eV.

---

- Look up the LUMO of the first one.
  -3.978 eV